--- w ---
{"formula": "C2H8N4S", "method": "the ωB97M-V functional and the def2-TZVPD basis", "elements": ["H", "N", "C", "N", "S", "N", "N", "C", "H", "H", "H", "H", "H", "H", "H"], "positions_angstrom": [[-2.82, -0.13, 1.64], [-1.77, -0.13, 1.74], [-1.01, 0.07, 0.74], [-1.44, -0.06, -0.60], [-2.87, 0.21, -1.35], [0.40, 0.00, 0.78], [1.23, 0.35, -0.26], [2.33, -0.62, -0.16], [-0.67, -0.34, -1.25], [-3.14, 1.59, -1.69], [0.68, 0.00, 1.80], [1.51, 1.47, -0.60], [1.87, -1.39, -0.65], [3.10, -0.21, -1.02], [2.59, -0.82, 0.90]], "homo_energy_ev": -8.7213, "smiles": "[H]/N=C(\\NS)NNC", "homo_lumo_gap_ev": 9.37, "lumo_ev": 0.645, "molar_mass_da": 120.181}



--- x ---
{"formula": "C2H8N4S", "method": "the ωB97M-V functional and the def2-TZVPD basis", "elements": ["N", "N", "C", "C", "S", "N", "N", "H", "H", "H", "H", "H", "H", "H", "H"], "positions_angstrom": [[-1.96, -1.00, -0.37], [-0.64, -1.30, -0.50], [0.12, -0.34, -0.05], [1.53, -0.64, 0.39], [2.82, 0.09, -0.58], [-0.56, 0.91, 0.45], [-1.24, 1.72, -0.45], [-2.35, -0.60, 0.42], [-2.40, -2.01, -0.56], [1.74, -0.41, 1.46], [1.87, -1.74, 0.27], [3.72, 0.64, 0.65], [0.21, 1.39, 0.87], [-0.70, 1.94, -1.30], [-2.16, 1.37, -0.71]], "homo_energy_ev": -8.3065, "smiles": "N/N=C(/CS)NN", "homo_lumo_gap_ev": 8.56, "lumo_ev": 0.249, "molar_mass_da": 120.181}



--- y ---
{"formula": "C2H8N4S", "method": "the ωB97M-V functional and the def2-TZVPD basis", "elements": ["H", "N", "C", "N", "S", "N", "N", "C", "H", "H", "H", "H", "H", "H", "H"], "positions_angstrom": [[-1.12, 0.41, 2.79], [-0.63, -0.36, 2.30], [-0.43, 0.06, 1.13], [-0.61, 1.34, 0.62], [-1.45, 2.55, 1.40], [-0.04, -0.87, 0.13], [0.74, -0.32, -0.93], [0.59, -1.16, -2.09], [-0.26, 1.53, -0.26], [-0.46, 3.20, 2.28], [0.32, -1.76, 0.55], [1.71, -0.47, -0.65], [-0.45, -1.05, -2.50], [1.33, -0.88, -2.85], [0.76, -2.23, -1.94]], "homo_energy_ev": -9.1667, "smiles": "[H]/N=C(\\NS)NNC", "homo_lumo_gap_ev": 9.92, "lumo_ev": 0.753, "molar_mass_da": 120.181}



Energy relative to the most stable one, in kcal/mol: w 48.7; x 51.5; y 0.0



--- w ---
{"formula": "C4H11N2O", "method": "the ωB97M-V functional and the def2-TZVPD basis", "elements": ["C", "N", "C", "C", "N", "C", "O", "H", "H", "H", "H", "H", "H", "H", "H", "H", "H", "H"], "positions_angstrom": [[0.95, -0.75, 1.00], [-0.05, -1.73, 1.40], [0.40, 0.36, 0.09], [1.47, 1.35, -0.39], [-0.51, -0.05, -0.97], [-2.00, 0.15, -0.80], [-2.43, 0.14, 0.46], [1.80, -1.35, 0.66], [1.32, -0.24, 1.91], [-0.91, -1.21, 1.62], [-0.37, -2.33, 0.64], [-0.31, 0.87, 0.76], [1.06, 2.02, -1.14], [2.18, 0.65, -0.91], [2.23, 1.76, 0.27], [0.02, -0.11, -1.82], [-2.32, 1.10, -1.35], [-2.52, -0.64, -1.41]], "homo_energy_ev": [4.1919, 0.2962], "total_charge": -2, "homo_lumo_gap_ev": [3.00, 6.81], "lumo_ev": [7.192, 7.103], "multiplicity": 2, "molar_mass_da": 103.145}



--- x ---
{"formula": "C4H11N2O", "method": "the ωB97M-V functional and the def2-TZVPD basis", "elements": ["C", "O", "C", "C", "C", "N", "N", "H", "H", "H", "H", "H", "H", "H", "H", "H", "H", "H"], "positions_angstrom": [[1.69, -0.66, 1.16], [2.90, -0.74, 0.62], [0.60, 0.06, -0.01], [-0.98, -0.09, 0.17], [-1.72, 1.03, -0.47], [-3.18, 0.61, -0.20], [1.10, -0.44, -1.29], [1.45, -0.10, 2.14], [1.13, -1.60, 1.38], [0.76, 1.14, 0.26], [-1.10, -1.16, -0.20], [-1.43, -0.08, 1.23], [-1.72, 1.95, 0.07], [-1.55, 1.18, -1.55], [-3.29, 0.85, 0.79], [-3.76, 1.19, -0.71], [1.26, 0.30, -1.91], [1.98, -0.97, -1.15]], "homo_energy_ev": [4.0331, 0.0136], "total_charge": -2, "homo_lumo_gap_ev": [2.93, 6.94], "lumo_ev": [6.964, 6.950], "multiplicity": 2, "molar_mass_da": 103.145}



Energy relative to the most stable one, in kcal/mol: w 0.0; x 14.5



--- w ---
{"formula": "C4H11N2O", "method": "the ωB97M-V functional and the def2-TZVPD basis", "elements": ["C", "O", "C", "N", "H", "H", "H", "H", "H", "H", "C", "C", "N", "H", "H", "H", "H", "H"], "positions_angstrom": [[0.91, 0.72, -1.53], [0.25, 1.53, -0.65], [0.47, -0.74, -1.43], [0.94, -1.57, -2.54], [0.79, 1.04, -2.61], [2.02, 0.71, -1.36], [0.84, -1.14, -0.49], [-0.64, -0.73, -1.39], [0.63, -2.53, -2.51], [0.67, -1.18, -3.43], [-1.73, 1.05, 2.14], [-0.74, 0.23, 1.77], [-0.25, -0.88, 2.48], [-2.35, 0.84, 3.01], [-1.95, 1.92, 1.54], [-0.21, 0.45, 0.81], [-0.68, -1.05, 3.39], [0.76, -0.85, 2.59]], "homo_energy_ev": [4.3534, 0.2197], "total_charge": -2, "homo_lumo_gap_ev": [2.44, 6.52], "lumo_ev": [6.790, 6.742], "multiplicity": 2, "molar_mass_da": 103.145}



--- x ---
{"formula": "C4H11N2O", "method": "the ωB97M-V functional and the def2-TZVPD basis", "elements": ["C", "N", "C", "O", "C", "N", "C", "H", "H", "H", "H", "H", "H", "H", "H", "H", "H", "H"], "positions_angstrom": [[-0.47, 0.30, 1.14], [-1.22, -0.93, 0.65], [-2.39, -0.59, -0.27], [-3.16, 0.41, 0.15], [0.34, 0.82, -0.16], [1.20, -0.25, -0.79], [2.67, 0.11, -0.66], [0.22, 0.10, 2.01], [-1.09, 1.16, 1.48], [-1.72, -1.33, 1.50], [-2.83, -1.65, -0.46], [-1.90, -0.38, -1.38], [0.96, 1.65, 0.12], [-0.43, 1.12, -0.99], [0.90, -1.08, -0.29], [3.32, -0.66, -0.98], [2.78, 0.52, 0.37], [2.82, 0.69, -1.44]], "homo_energy_ev": [4.0337, -0.2150], "total_charge": -2, "homo_lumo_gap_ev": [2.92, 7.10], "lumo_ev": [6.954, 6.887], "multiplicity": 2, "molar_mass_da": 103.145}



Energy relative to the most stable one, in kcal/mol: w 0.0; x 9.5



--- w ---
{"formula": "C5H9FN2", "method": "the ωB97M-V functional and the def2-TZVPD basis", "elements": ["C", "C", "C", "C", "C", "N", "N", "F", "H", "H", "H", "H", "H", "H", "H", "H", "H"], "positions_angstrom": [[0.62, 0.51, -0.02], [0.25, -1.13, -0.35], [0.87, -0.58, 0.85], [-0.55, 1.56, 0.28], [-1.18, -1.74, -0.34], [3.14, -0.07, -0.76], [3.30, -0.47, 0.35], [-1.05, -3.07, -0.32], [1.44, 0.97, -0.59], [0.82, -1.40, -1.24], [0.80, -0.67, 1.87], [-0.28, 2.17, 1.11], [-1.47, 1.03, 0.56], [-0.67, 2.26, -0.55], [-1.80, -1.35, -1.25], [-1.78, -1.42, 0.57], [3.68, -0.23, -1.58]], "homo_energy_ev": [-7.4988, -8.0821], "homo_lumo_gap_ev": [8.05, 8.34], "lumo_ev": [0.551, 0.254], "molar_mass_da": 116.139}



--- x ---
{"formula": "C5H9FN2", "method": "the ωB97M-V functional and the def2-TZVPD basis", "elements": ["C", "N", "N", "C", "C", "C", "C", "F", "H", "H", "H", "H", "H", "H", "H", "H", "H"], "positions_angstrom": [[1.45, -0.49, -2.24], [1.47, -0.61, -0.97], [0.75, 0.44, -0.34], [0.99, 0.53, 1.08], [-0.31, 0.06, 0.57], [-0.87, -1.28, 0.50], [-1.37, 1.15, 0.71], [-0.81, 2.44, 0.57], [1.86, -1.30, -2.80], [1.09, 0.38, -2.79], [1.72, -0.21, 1.34], [1.05, 1.60, 1.44], [-1.58, -1.52, 1.34], [-0.03, -2.02, 0.54], [-1.39, -1.41, -0.44], [-1.94, 1.10, 1.63], [-2.07, 1.13, -0.14]], "homo_energy_ev": -8.6242, "smiles": "C=NN1C[C@@]1(C)CF", "homo_lumo_gap_ev": 9.65, "lumo_ev": 1.023, "molar_mass_da": 116.139}



Energy relative to the most stable one, in kcal/mol: w 74.0; x 0.0



--- w ---
{"formula": "CH4OS2", "method": "the ωB97M-V functional and the def2-TZVPD basis", "elements": ["C", "O", "H", "H", "S", "S", "H", "H"], "positions_angstrom": [[2.44, -0.96, 0.19], [1.24, -1.18, 0.19], [3.12, -1.30, 1.07], [2.97, -0.42, -0.60], [-2.85, 1.45, -1.20], [-1.66, 1.33, 0.52], [-2.65, 0.18, -1.51], [-2.61, 0.90, 1.34]], "homo_energy_ev": -9.4625, "smiles": "C=O.SS", "homo_lumo_gap_ev": 9.90, "lumo_ev": 0.434, "molar_mass_da": 96.176}



--- x ---
{"formula": "CH4OS2", "method": "the ωB97M-V functional and the def2-TZVPD basis", "elements": ["C", "O", "S", "S", "H", "H", "H", "H"], "positions_angstrom": [[-1.36, -1.04, 0.29], [-2.41, -0.43, 0.63], [1.24, 0.98, -0.03], [-3.06, 0.75, -0.31], [-0.80, -1.72, 0.91], [-0.68, -0.86, -0.59], [1.23, 0.02, -0.93], [2.02, 1.72, -0.79]], "homo_energy_ev": [-8.4046, -8.3420], "homo_lumo_gap_ev": [7.43, 7.23], "lumo_ev": [-0.970, -1.110], "molar_mass_da": 96.176}



Energy relative to the most stable one, in kcal/mol: w 0.0; x 58.1



--- w ---
{"formula": "CH4OS2", "method": "the ωB97M-V functional and the def2-TZVPD basis", "elements": ["C", "O", "S", "S", "H", "H", "H", "H"], "positions_angstrom": [[-0.56, 0.70, -0.79], [1.91, 0.79, 0.01], [-0.90, 0.96, 0.79], [1.05, 0.67, -1.39], [-0.81, -1.70, 1.02], [-1.30, 0.45, -1.58], [-0.58, -2.49, 1.28], [1.19, 0.63, 0.66]], "homo_energy_ev": -9.2317, "homo_lumo_gap_ev": 8.64, "lumo_ev": -0.588, "molar_mass_da": 96.176}



--- x ---
{"formula": "CH4OS2", "method": "the ωB97M-V functional and the def2-TZVPD basis", "elements": ["C", "O", "S", "S", "H", "H", "H", "H"], "positions_angstrom": [[-0.45, -0.24, 0.61], [-0.39, -1.32, -0.16], [1.91, 0.58, 0.04], [-1.54, 0.97, -0.08], [-0.29, -0.35, 1.73], [-0.89, -1.20, -1.00], [2.40, -0.48, -0.72], [-0.74, 2.05, -0.42]], "homo_energy_ev": [-8.5333, -8.5342], "homo_lumo_gap_ev": [7.68, 7.68], "lumo_ev": [-0.851, -0.850], "molar_mass_da": 96.176}



Energy relative to the most stable one, in kcal/mol: w 0.0; x 9.9



--- w ---
{"formula": "C4H5NO3", "method": "the ωB97M-V functional and the def2-TZVPD basis", "elements": ["N", "C", "C", "O", "C", "O", "C", "O", "H", "H", "H", "H", "H"], "positions_angstrom": [[-2.31, 0.04, -1.44], [-1.05, -0.29, -0.98], [-0.18, 0.01, 0.30], [-0.85, -0.69, 1.36], [-0.20, 1.48, 0.34], [0.82, 2.01, -0.20], [1.01, -0.94, 0.10], [1.69, -0.73, -1.06], [-1.82, -0.74, 1.17], [-0.89, 2.11, 0.79], [0.65, -1.85, 0.01], [1.41, -0.66, 0.99], [1.72, 0.25, -1.39]], "homo_energy_ev": -10.7640, "smiles": "N#C[C@](O)(C=O)CO", "homo_lumo_gap_ev": 9.54, "lumo_ev": -1.220, "molar_mass_da": 115.088}



--- x ---
{"formula": "C4H5NO3", "method": "the ωB97M-V functional and the def2-TZVPD basis", "elements": ["O", "C", "C", "C", "N", "O", "C", "O", "H", "H", "H", "H", "H"], "positions_angstrom": [[2.53, -0.30, 0.41], [1.24, 0.13, -0.02], [0.72, 1.43, -0.23], [-0.61, 1.33, -0.09], [-1.06, 0.05, -0.16], [-2.48, -0.36, 0.25], [0.11, -0.71, -0.14], [0.05, -2.03, -0.15], [2.38, -1.26, 0.07], [1.11, 2.44, -0.32], [-1.47, 2.04, 0.19], [-2.42, -0.49, 1.28], [-0.08, -2.28, -1.09]], "homo_energy_ev": -7.8970, "smiles": "Oc1ccn(O)c1O", "homo_lumo_gap_ev": 8.14, "lumo_ev": 0.243, "molar_mass_da": 115.088}



--- y ---
{"formula": "C4H5NO3", "method": "the ωB97M-V functional and the def2-TZVPD basis", "elements": ["H", "N", "C", "C", "C", "O", "H", "H", "H", "H", "O", "C", "O"], "positions_angstrom": [[2.39, -0.95, -0.61], [1.64, -0.80, 0.07], [0.61, -0.29, -0.42], [0.12, 0.38, -1.64], [-0.82, 0.43, -0.46], [-1.01, 1.60, 0.20], [-0.17, -0.24, -2.48], [0.58, 1.32, -1.91], [-1.65, -0.28, -0.42], [-0.84, 1.42, 1.19], [-0.44, 0.24, 2.46], [-0.21, -0.84, 2.08], [-0.19, -1.99, 1.94]], "homo_energy_ev": -9.0268, "smiles": "[H]/N=C1\\C[C@@H]1O.O=C=O", "homo_lumo_gap_ev": 9.70, "lumo_ev": 0.676, "molar_mass_da": 115.088}



--- z ---
{"formula": "C4H5NO3", "method": "the ωB97M-V functional and the def2-TZVPD basis", "elements": ["C", "C", "C", "C", "N", "O", "O", "O", "H", "H", "H", "H", "H"], "positions_angstrom": [[-0.75, 1.83, -0.26], [-0.37, -0.78, 0.95], [-0.57, -1.31, -0.49], [0.16, -0.01, -0.23], [1.50, 0.23, -0.38], [-1.59, 2.16, -1.02], [2.02, 1.09, 0.32], [2.14, -0.48, -1.16], [-0.16, 2.33, 0.57], [-1.21, -0.36, 1.55], [0.25, -1.26, 1.63], [0.23, -2.05, -0.73], [-1.64, -1.38, -0.76]], "homo_energy_ev": -9.8039, "homo_lumo_gap_ev": 9.49, "lumo_ev": -0.311, "molar_mass_da": 115.088}



Energy relative to the most stable one, in kcal/mol: w 82.3; x 55.4; y 0.0; z 98.8



--- w ---
{"formula": "C5H11FN", "method": "the ωB97M-V functional and the def2-TZVPD basis", "elements": ["C", "C", "C", "C", "C", "N", "F", "H", "H", "H", "H", "H", "H", "H", "H", "H", "H", "H"], "positions_angstrom": [[-1.70, 0.35, 0.63], [-0.75, 0.90, -0.05], [-3.14, 0.69, 0.43], [1.40, -1.56, 0.41], [1.55, -0.17, 0.11], [2.29, 0.20, -1.19], [-0.69, 1.74, -1.05], [-1.38, -0.53, 1.29], [-3.69, 1.14, 1.36], [-3.18, 1.49, -0.37], [-3.85, -0.11, 0.17], [0.49, -2.19, -0.05], [2.33, -2.00, 0.32], [1.19, -1.45, 1.45], [1.85, 0.31, 0.99], [3.22, -0.14, -1.28], [2.35, 1.25, -1.09], [1.71, 0.05, -2.05]], "homo_energy_ev": [-13.2783, -13.4439], "total_charge": 1, "homo_lumo_gap_ev": [8.80, 9.17], "lumo_ev": [-4.482, -4.273], "molar_mass_da": 104.148}



--- x ---
{"formula": "C5H11FN", "method": "the ωB97M-V functional and the def2-TZVPD basis", "elements": ["C", "C", "F", "C", "N", "C", "C", "H", "H", "H", "H", "H", "H", "H", "H", "H", "H", "H"], "positions_angstrom": [[-1.50, -1.68, -0.69], [-1.39, -0.51, -0.01], [-2.06, 0.11, 0.94], [-0.22, 0.39, -0.41], [-0.53, 1.87, -0.25], [0.91, 0.33, 0.69], [1.72, -0.90, 0.41], [-2.36, -2.35, -0.49], [-0.85, -2.01, -1.52], [0.25, 0.04, -1.42], [0.23, 2.50, -0.53], [-0.69, 2.18, 0.70], [-1.44, 2.09, -0.73], [1.57, 1.31, 0.53], [0.62, 0.17, 1.76], [1.23, -1.74, 0.57], [2.58, -0.81, 1.03], [1.93, -0.99, -0.59]], "homo_energy_ev": -14.1762, "total_charge": 1, "smiles": "C=C(F)[C@@H]([NH3+])CC", "homo_lumo_gap_ev": 10.54, "lumo_ev": -3.636, "molar_mass_da": 104.148}



Energy relative to the most stable one, in kcal/mol: w 71.0; x 0.0